[1]
Here is C3H7Br2N2 as an isolated structure at a distorted geometry from OMol25. Energies are from the ωB97M-V functional and the def2-TZVPD basis.

Geometry as XYZ:
```
14
Properties=species:S:1:pos:R:3:lowdin_charge:R:1
C 0.92459 -0.53580 -0.50571 -0.010
C 0.11031 -0.24148 0.79657 -0.449
C -1.18466 0.00429 -0.04599 -1.189
N 0.53571 0.90977 1.46760 0.036
N -0.32263 -0.16864 -1.41938 0.019
Br -1.99766 1.75102 -0.16729 0.764
Br -2.55104 -1.26472 0.08540 0.820
H 1.76483 0.28145 -0.50437 0.163
H 1.27555 -1.50443 -0.53123 0.097
H -0.00086 -0.95522 1.60044 0.144
H 1.34550 1.38275 0.98738 0.118
H 0.67477 0.74712 2.43322 0.087
H -0.04906 0.62386 -2.10992 0.193
H -0.52535 -1.02996 -2.08672 0.207
```

Computed properties:
ΔE to the lowest compared entry with this formula, charge and spin in kJ/mol: 192.0
HOMO-LUMO gap in Ha: 0.377
LUMO level in eV: -3.6462
Charge: +1
HOMO energy in eV: -13.90
Max |F| in hartree/bohr: 0.0836

---

[2]
Here is one molecule with the formula C3H7Br2OP at a distorted geometry from OMol25. Energies are from the ωB97M-V functional and the def2-TZVPD basis.

Geometry as XYZ:
```
14
Properties=species:S:1:pos:R:3:lowdin_charge:R:1
C 1.28035 0.33257 0.67515 -0.201
C -0.77291 -1.04213 0.19843 -0.413
C -0.20083 0.38316 0.27784 -0.690
O -2.07333 -1.23635 0.60373 -0.099
P -0.58239 1.26521 -1.31624 0.292
Br 0.55381 -0.04575 -2.82118 0.202
Br 0.80573 3.06437 -1.06883 0.203
H 1.82928 -0.42152 0.05508 0.072
H 1.94662 1.18775 0.58840 0.012
H 1.40210 -0.01891 1.77735 0.110
H -0.31523 -1.86969 0.97555 0.175
H -0.40075 -1.40113 -0.81232 0.049
H -2.69295 -1.19227 -0.22258 0.148
H -0.77949 0.99469 1.08963 0.139
```

Computed properties:
ΔE to the lowest compared entry with this formula, charge and spin in kJ/mol: 136.5
HOMO-LUMO gap in Ha: 0.343
LUMO level in eV: -0.2143
Charge: 0
HOMO energy in eV: -9.56
Structure (SMILES): C[C@H](CO)P(Br)Br
Max |F| in hartree/bohr: 0.0944

---

[3]
Here is a 2-piece molecular cluster, C3H7Br3Si overall at a distorted geometry from OMol25. Energies are from the ωB97M-V functional and the def2-TZVPD basis.

Geometry as XYZ:
```
14
Properties=species:S:1:pos:R:3:lowdin_charge:R:1
C -0.01171 0.54430 -1.22810 -0.143
C -0.01310 -1.05919 0.76047 -0.085
C 0.88831 -0.39634 -0.38826 -0.580
Si 2.40756 0.48160 0.23219 -0.362
Br 1.97664 2.15865 2.90213 0.167
Br 3.75254 -1.02261 1.07472 0.313
Br 3.55896 1.68428 -1.21218 0.287
H 0.13564 1.54260 -0.75851 0.068
H 0.34841 0.60335 -2.22995 0.051
H -1.04146 0.23432 -1.40507 0.078
H 0.60857 -0.88628 1.67992 0.045
H -0.11631 -2.17553 0.56101 0.103
H -0.89943 -0.67305 0.90424 -0.002
H 1.42857 -1.09109 -0.98794 0.059
```

Computed properties:
HOMO-LUMO gap (alpha / beta) in Ha: 0.280 / 0.238
LUMO level (alpha / beta) in eV: 0.6469 / -4.0156
2S+1: 3
Charge: 0
HOMO energy (alpha / beta) in eV: -6.98 / -10.49
Max |F| in hartree/bohr: 0.1505

---

[4]
Here is a 2-piece molecular cluster, C3H7BrNO overall at a distorted geometry from OMol25. Energies are from the ωB97M-V functional and the def2-TZVPD basis.

Geometry as XYZ:
```
13
Properties=species:S:1:pos:R:3:lowdin_charge:R:1
C 0.61952 -1.13377 0.07022 -0.074
C 1.83215 -0.30509 0.41295 -0.073
C 0.35654 -0.02621 2.01978 -0.055
N -0.32169 -0.72193 1.11725 0.129
O 1.54198 0.24158 1.67837 0.105
Br -2.75572 -0.47309 -2.28909 0.392
H 0.11227 -0.98657 -0.76414 0.050
H 0.71246 -2.26278 0.29124 0.180
H 2.76621 -0.90070 0.38340 0.160
H 2.02446 0.53245 -0.24958 0.148
H -0.05311 0.35358 2.90523 0.170
H -2.91563 0.83975 -2.52959 -0.339
H -1.28814 -1.13092 1.13016 0.206
```

Computed properties:
ΔE to the lowest compared entry with this formula, charge and spin in kJ/mol: 67.7
HOMO-LUMO gap in Ha: 0.368
LUMO level in eV: -4.2169
Charge: +1
HOMO energy in eV: -14.22
Max |F| in hartree/bohr: 0.1040

---

[5]
Here is a 2-piece molecular cluster, C3H7Cl2F overall at a distorted geometry from OMol25. Energies are from the ωB97M-V functional and the def2-TZVPD basis.

Geometry as XYZ:
```
13
Properties=species:S:1:pos:R:3:lowdin_charge:R:1
C 1.92713 0.41906 1.03530 -0.088
C 1.74627 -0.56678 -0.09725 -0.326
C -0.85979 -0.03238 0.48550 -1.055
H 2.66995 0.04837 1.74776 0.089
H 0.97978 0.56856 1.56489 0.044
H 2.26883 1.38267 0.65050 0.087
H 1.41384 -1.54486 0.27428 0.129
H 1.01314 -0.20379 -0.82791 0.072
H -0.96822 0.18731 1.55127 0.042
H 0.05267 -0.58959 0.30132 -0.066
F 2.95435 -0.74646 -0.75462 -0.044
Cl -0.76632 1.49985 -0.39211 0.580
Cl -2.22784 -1.03219 -0.02035 0.537
```

Computed properties:
ΔE to the lowest compared entry with this formula, charge and spin in kJ/mol: 42.8
HOMO-LUMO gap in Ha: 0.440
LUMO level in eV: 0.7892
Charge: 0
HOMO energy in eV: -11.18
Structure (SMILES): ClCCl.CCF
Max |F| in hartree/bohr: 0.0340

---

[6]
Here is a 2-piece molecular cluster, C3H7Cl3NO2P overall at a distorted geometry from OMol25. Energies are from the ωB97M-V functional and the def2-TZVPD basis.

Geometry as XYZ:
```
17
Properties=species:S:1:pos:R:3:lowdin_charge:R:1
C -0.82601 -1.59409 0.56282 0.004
C -1.84572 -0.18961 -1.19295 -0.029
C 0.50776 -0.12249 -0.74737 -0.787
N -0.64856 -0.70712 -0.56316 -0.188
O 2.55345 0.12533 1.31844 -0.396
O 0.48735 1.39920 0.54492 -0.364
P 1.88628 1.42649 1.13969 -0.335
Cl 0.82192 0.78358 -2.12294 0.713
Cl 3.00583 2.64075 -0.02025 0.335
Cl 1.72966 2.44481 2.85455 0.361
H 0.13654 -1.99407 0.87917 0.107
H -1.27315 -1.06354 1.40564 0.118
H -1.47479 -2.41876 0.26601 0.105
H -2.67793 -0.85599 -0.98583 0.096
H -2.07431 0.80607 -0.80963 0.117
H -1.68802 -0.12402 -2.26822 0.081
H 1.37972 -0.55654 -0.26090 0.063
```

Computed properties:
HOMO-LUMO gap (alpha / beta) in Ha: 0.226 / 0.225
LUMO level (alpha / beta) in eV: 0.4196 / -4.1034
2S+1: 3
Charge: 0
HOMO energy (alpha / beta) in eV: -5.72 / -10.22
Max |F| in hartree/bohr: 0.1244

---

[7]
Here is C3H7Cl6HgO as an isolated structure at a distorted geometry from OMol25. Energies are from the ωB97M-V functional and the def2-TZVPD basis.

Geometry as XYZ:
```
18
Properties=species:S:1:pos:R:3:lowdin_charge:R:1
Hg 0.47245 1.64786 8.23140 0.342
C -1.09878 -1.88958 12.95838 -0.252
O -1.04416 -0.99203 11.84224 -0.175
H -0.74113 -1.49893 13.91106 0.063
H -2.05057 -2.31074 13.28217 0.052
H -0.43428 -2.74004 12.80593 0.072
Cl -1.14240 5.81998 8.06986 -0.545
Cl -1.32076 0.26455 4.38238 -0.545
C 5.47213 -4.12370 7.48172 -1.010
Cl 4.55771 -2.60740 7.39304 0.503
Cl 7.20338 -3.78211 7.22092 0.458
H 5.35494 -4.64746 8.43043 0.031
H 5.31313 -4.73650 6.59443 0.014
C 5.64098 3.57890 13.06338 -0.929
Cl 6.78734 4.65327 12.16643 0.440
Cl 4.28237 3.26449 11.88686 0.436
H 6.09024 2.62341 13.33409 0.027
H 5.22193 4.19033 13.86255 0.018
```

Computed properties:
ΔE to the lowest compared entry with this formula, charge and spin in kJ/mol: 747.7
HOMO-LUMO gap in Ha: 0.075
LUMO level in eV: -3.3468
Charge: -1
HOMO energy in eV: -5.39
Max |F| in hartree/bohr: 0.0590

---

[8]
Here is one molecule with the formula C3H7ClFN at a distorted geometry from OMol25. Energies are from the ωB97M-V functional and the def2-TZVPD basis.

Geometry as XYZ:
```
13
Properties=species:S:1:pos:R:3:lowdin_charge:R:1
C 1.79688 -0.16214 0.33339 -0.127
C -0.55446 -0.35536 0.20094 -0.310
C -1.77367 0.12884 -0.52820 -0.643
H 1.75698 0.28105 1.30748 0.062
H 2.80707 0.11405 0.01932 0.074
H 1.84598 -1.25900 0.35179 0.081
H 0.50963 1.17810 -0.28989 0.053
H -0.49664 -0.15264 1.27966 0.118
H -0.52659 -1.42690 0.13807 0.113
H -2.70631 -0.32927 -0.19061 0.113
N 0.60983 0.18383 -0.50644 -0.115
F -1.42771 -0.11430 -1.85210 -0.050
Cl -1.84099 1.91374 -0.26342 0.632
```

Computed properties:
ΔE to the lowest compared entry with this formula, charge and spin in kJ/mol: 111.8
HOMO-LUMO gap in Ha: 0.387
LUMO level in eV: 0.9257
Charge: 0
HOMO energy in eV: -9.61
Structure (SMILES): CNC[C@H](F)Cl
Max |F| in hartree/bohr: 0.0474

---

[9]
Here is an isolated ion of composition C3H7ClN and charge +1 at a distorted geometry from OMol25. Energies are from the ωB97M-V functional and the def2-TZVPD basis.

Geometry as XYZ:
```
12
Properties=species:S:1:pos:R:3:lowdin_charge:R:1
C -1.93785 -0.90221 0.18808 -0.352
C 0.75239 -0.87212 0.06299 -0.050
C -0.52273 1.33743 0.04270 -0.089
N -0.44634 -0.09034 -0.02161 -0.182
Cl -3.20431 0.10151 0.08273 0.900
H -1.93067 -2.03663 0.31550 0.126
H 0.28926 -1.91056 -0.12659 0.116
H 1.18544 -0.78528 1.03481 0.093
H 1.43146 -0.52219 -0.82184 0.153
H -1.26972 1.62073 0.74428 0.059
H -0.97748 1.76168 -0.92848 0.138
H 0.40952 1.79657 0.09696 0.087
```

Computed properties:
ΔE to the lowest compared entry with this formula, charge and spin in kJ/mol: 332.2
HOMO-LUMO gap (alpha / beta) in Ha: 0.289 / 0.323
LUMO level (alpha / beta) in eV: -6.6328 / -6.2657
Charge: +1
HOMO energy (alpha / beta) in eV: -14.51 / -15.06
Structure (SMILES): C[N+](C)=CCl
Max |F| in hartree/bohr: 0.1504

---

[10]
Here is one molecule with the formula C3H7ClN2O at a distorted geometry from OMol25. Energies are from the ωB97M-V functional and the def2-TZVPD basis.

Geometry as XYZ:
```
14
Properties=species:S:1:pos:R:3:lowdin_charge:R:1
C -0.00330 -0.35946 -0.71312 -0.370
C -1.19044 -0.05988 -1.58735 -0.215
C -0.33147 -0.75769 0.69270 -0.521
H 2.14272 -0.22294 0.51954 0.036
H 3.13265 -0.18161 -0.80480 0.110
H -1.65812 -1.00022 -1.89050 0.126
H -0.82586 0.43083 -2.49213 0.116
H -1.60301 1.62947 -0.82299 0.079
H 0.20279 -1.67743 0.91659 0.079
H -1.38559 -0.95334 0.86965 0.074
N 2.24598 -0.61092 -0.42139 -0.016
N 1.19974 -0.25144 -1.22665 -0.004
O -2.09608 0.82231 -0.91995 -0.061
Cl 0.10554 0.49973 1.89689 0.567
```

Computed properties:
ΔE to the lowest compared entry with this formula, charge and spin in kJ/mol: 83.7
HOMO-LUMO gap in Ha: 0.365
LUMO level in eV: 0.7229
Charge: 0
HOMO energy in eV: -9.22
Structure (SMILES): N/N=C(/CO)CCl
Max |F| in hartree/bohr: 0.0519

---

[11]
Here is one molecule with the formula C3H7ClN2OSi at a distorted geometry from OMol25. Energies are from the ωB97M-V functional and the def2-TZVPD basis.

Geometry as XYZ:
```
15
Properties=species:S:1:pos:R:3:lowdin_charge:R:1
C 0.32229 1.31434 -0.66236 -0.261
C 1.36586 0.64870 -0.18519 -0.032
C -0.13408 -2.22597 -0.46853 -0.156
N -1.00430 -1.35144 -0.73289 -0.104
N -0.93854 1.19288 -0.13494 -0.233
O -1.86087 2.30788 -0.23783 -0.130
Si -1.82173 -0.22002 0.38819 0.051
Cl -3.74077 -0.14672 -0.02155 0.421
H 0.36708 2.09019 -1.49928 0.138
H 1.37768 -0.10317 0.58169 0.045
H 2.20553 0.48731 -0.80720 0.046
H 0.04569 -2.77998 0.39468 0.035
H 0.51947 -2.66864 -1.29034 0.083
H -1.50973 3.13401 0.23332 0.124
H -1.44941 -0.44844 1.73569 -0.027
```

Computed properties:
HOMO-LUMO gap (alpha / beta) in Ha: 0.199 / 0.277
LUMO level (alpha / beta) in eV: 0.7400 / -1.7827
2S+1: 3
Charge: 0
HOMO energy (alpha / beta) in eV: -4.67 / -9.31
Max |F| in hartree/bohr: 0.1728

---

[12]
Here is an isolated ion of composition C3H7ClN3O and charge +1 at a distorted geometry from OMol25. Energies are from the ωB97M-V functional and the def2-TZVPD basis.

Geometry as XYZ:
```
15
Properties=species:S:1:pos:R:3:lowdin_charge:R:1
Cl -0.19417 -2.40647 1.75370 0.807
N -1.24012 -1.15833 1.30132 -0.293
C -0.81976 -0.35735 0.32196 -0.371
N -0.40491 -0.90362 -0.88653 0.088
C 1.03402 -0.48145 -1.04393 -0.148
O 1.02452 0.91836 -1.14668 -0.059
C 0.68533 1.43659 0.10136 -0.147
N -0.70024 1.00939 0.52493 0.100
H -2.15021 -1.11474 1.74214 0.144
H -0.93047 -0.44073 -1.62712 0.159
H 1.50138 -0.95520 -1.89464 0.150
H 1.52154 -0.75836 -0.10937 0.119
H 0.68892 2.51780 0.04213 0.151
H 1.39365 1.13056 0.86968 0.142
H -1.40947 1.56354 0.05106 0.157
```

Computed properties:
ΔE to the lowest compared entry with this formula, charge and spin in kJ/mol: 351.7
HOMO-LUMO gap in Ha: 0.304
LUMO level in eV: -6.5341
Charge: +1
HOMO energy in eV: -14.80
Structure (SMILES): ClNC1=[NH+]COCN1
Max |F| in hartree/bohr: 0.0366